No. 1
The following is a quantum chemistry calculation of a molecular structure, C9H21N4 in a non-equilibrium geometry, from OMol25.

2S+1: 1
HOMO level: -12.0 eV
total charge: +1
calculated total energy: -574.1959 Ha
frontier orbital gap: 9.60 eV

Each line ends with the natural charge from an NBO analysis.
Element x y z (Å)
C (4.085, 0.588, 0.293)  -0.162
C (3.355, 1.233, -0.609)  -0.097
C (3.586, -0.453, 1.358)  -0.263
C (1.554, -0.590, -0.060)  0.396
C (-2.993, -0.681, 2.277)  -0.662
C (1.632, 0.953, -2.234)  -0.435
C (-3.299, -0.017, 0.965)  -0.222
C (-0.474, -1.242, -1.109)  -0.213
C (-1.954, -1.388, -0.599)  -0.258
N (2.139, -0.535, 1.168)  -0.601
N (0.224, -0.611, -0.007)  -0.614
N (-2.338, -0.035, -0.122)  -0.645
N (1.962, 1.094, -0.844)  -0.530
H (5.199, 0.760, 0.289)  0.243
H (3.974, 1.918, -1.221)  0.226
H (3.999, -1.391, 0.855)  0.219
H (3.828, -0.476, 2.419)  0.257
H (2.005, -1.375, -0.721)  0.227
H (-3.392, -1.646, 2.595)  0.236
H (-1.951, -0.611, 2.495)  0.192
H (-3.500, -0.158, 3.108)  0.241
H (1.759, 0.021, -2.690)  0.215
H (0.569, 1.103, -2.346)  0.223
H (2.223, 1.580, -2.975)  0.226
H (-4.220, -0.512, 0.528)  0.171
H (-3.456, 1.097, 1.083)  0.208
H (-0.436, -0.578, -2.061)  0.193
H (0.017, -2.208, -1.327)  0.204
H (-2.622, -1.874, -1.330)  0.209
H (-2.125, -2.084, 0.230)  0.214
H (1.750, 0.127, 1.817)  0.381
H (-0.187, -0.387, 0.900)  0.424
H (-2.903, 0.442, -0.794)  0.371
H (1.407, 1.907, -0.454)  0.426



No. 2
The following is a quantum chemistry calculation of a gas-phase ion, C9H22BrO3P2S (charge +1), from OMol25.

2S+1: 1
HOMO level: -13.4 eV
total charge: +1
calculated total energy: -4236.5802 Ha
frontier orbital gap: 9.69 eV

Each line ends with the natural charge from an NBO analysis.
Element x y z (Å)
C (1.406, 1.687, 1.205)  -0.617
C (2.586, 0.921, 0.612)  -0.399
C (2.940, -0.376, 1.356)  -0.397
C (1.751, -1.224, 1.806)  -0.400
C (1.086, -1.988, 0.642)  -0.432
C (-0.447, -1.879, 0.614)  -0.513
S (-1.139, -1.525, -1.030)  0.548
C (-0.338, 0.025, -1.534)  -0.560
C (-0.753, 0.512, -2.912)  -0.253
C (0.218, 1.569, -3.427)  -0.630
Br (-2.554, 1.250, -2.819)  0.058
P (-3.291, -1.213, -0.789)  0.184
P (-3.563, 0.430, 0.690)  2.109
O (-4.630, 1.256, 0.162)  -1.020
O (-3.919, -0.222, 2.100)  -0.975
O (-2.106, 1.065, 0.893)  -1.021
H (1.321, 2.682, 0.766)  0.228
H (0.456, 1.166, 1.038)  0.171
H (1.516, 1.804, 2.286)  0.217
H (3.463, 1.570, 0.616)  0.229
H (2.387, 0.695, -0.443)  0.176
H (3.573, -0.150, 2.217)  0.223
H (3.551, -0.998, 0.693)  0.209
H (1.011, -0.612, 2.328)  0.196
H (2.106, -1.949, 2.540)  0.230
H (1.331, -3.047, 0.722)  0.241
H (1.521, -1.654, -0.303)  0.210
H (-0.839, -1.145, 1.318)  0.232
H (-0.907, -2.845, 0.831)  0.252
H (0.714, -0.268, -1.576)  0.256
H (-0.469, 0.782, -0.764)  0.274
H (-0.815, -0.323, -3.609)  0.235
H (-0.016, 2.548, -3.007)  0.236
H (0.149, 1.647, -4.510)  0.248
H (1.244, 1.320, -3.150)  0.220
H (-3.314, -2.252, 0.181)  -0.010
H (-3.244, -0.772, 2.517)  0.512
H (-1.983, 1.513, 1.743)  0.532



No. 3
The following is a quantum chemistry calculation of 2 unconnected molecules or ions with the total composition C9H22N2 in a non-equilibrium geometry, from OMol25.

2S+1: 1
HOMO level: -18.3 eV
total charge: +2
calculated total energy: -464.8040 Ha
frontier orbital gap: 11.69 eV

Each line ends with the natural charge from an NBO analysis.
Element x y z (Å)
C (0.969, 3.074, 0.186)  -0.407
C (0.664, 2.030, 0.889)  -0.066
C (2.362, -0.281, 0.219)  -0.435
C (1.073, -2.089, -0.938)  -0.426
C (0.773, -1.599, 1.346)  -0.429
C (-1.667, -1.049, -1.009)  -0.429
C (-1.841, 1.391, -1.095)  -0.428
C (-1.840, 0.204, 1.072)  -0.408
C (0.207, 0.323, -0.308)  0.093
N (1.006, -0.898, 0.064)  -0.304
N (-1.269, 0.210, -0.366)  -0.271
H (1.124, 4.032, 0.879)  0.304
H (0.998, 3.110, -0.895)  0.247
H (0.494, 1.872, 1.915)  0.218
H (2.585, -0.071, 1.251)  0.254
H (3.239, -1.014, 0.006)  0.265
H (2.612, 0.500, -0.471)  0.256
H (1.924, -2.756, -0.754)  0.275
H (0.057, -2.529, -0.956)  0.240
H (1.127, -1.720, -2.061)  0.250
H (1.574, -2.257, 1.554)  0.264
H (0.554, -0.940, 2.134)  0.232
H (-0.064, -2.262, 1.381)  0.240
H (-2.715, -0.985, -1.400)  0.275
H (-0.960, -1.132, -1.815)  0.225
H (-1.746, -1.788, -0.259)  0.233
H (-1.614, 2.327, -0.504)  0.253
H (-1.447, 1.583, -2.069)  0.254
H (-2.900, 1.318, -0.899)  0.256
H (-1.191, -0.512, 1.631)  0.221
H (-1.618, 1.189, 1.423)  0.233
H (-2.920, 0.048, 1.207)  0.275
H (0.448, 0.669, -1.359)  0.239



No. 4
The following is a quantum chemistry calculation of a gas-phase ion, C9H22N4O2 (charge +2) in a non-equilibrium geometry, from OMol25.

2S+1: 1
HOMO level: -16.2 eV
total charge: +2
calculated total energy: -724.9188 Ha
frontier orbital gap: 9.06 eV

Each line ends with the natural charge from an NBO analysis.
Element x y z (Å)
C (-4.480, 0.516, 0.719)  -0.649
C (-3.464, 1.087, -0.193)  -0.252
N (-2.105, 0.821, 0.208)  -0.591
C (-1.173, 0.283, -0.622)  0.658
O (-1.356, -0.040, -1.796)  -0.611
C (0.291, 0.342, -0.102)  -0.156
C (0.860, 1.480, 0.309)  0.008
N (2.255, 1.801, 0.221)  -0.577
C (2.768, 2.801, -0.817)  -0.389
C (1.115, -0.858, -0.540)  0.650
O (1.055, -1.053, -1.882)  -0.686
N (2.398, -0.852, -0.022)  -0.688
C (2.762, -1.121, 1.367)  -0.423
N (0.358, -2.330, 0.195)  -0.600
C (-0.951, -2.640, -0.397)  -0.430
H (-4.475, 0.801, 1.769)  0.229
H (-5.542, 0.657, 0.488)  0.269
H (-4.326, -0.541, 0.693)  0.203
H (-3.399, 0.894, -1.337)  0.247
H (-3.705, 2.124, -0.143)  0.219
H (-2.114, 0.896, 1.219)  0.424
H (0.124, 2.334, 0.567)  0.269
H (2.456, 2.109, 1.132)  0.432
H (2.789, 0.789, 0.128)  0.475
H (2.748, 2.174, -1.653)  0.227
H (2.095, 3.564, -0.799)  0.228
H (3.766, 3.335, -0.604)  0.278
H (0.318, -0.836, -2.461)  0.569
H (3.110, -1.358, -0.508)  0.434
H (2.172, -0.373, 1.937)  0.205
H (2.568, -2.241, 1.535)  0.211
H (3.744, -1.079, 1.600)  0.251
H (1.117, -2.970, -0.031)  0.425
H (0.194, -2.248, 1.168)  0.424
H (-1.804, -2.161, 0.289)  0.228
H (-1.144, -2.423, -1.376)  0.248
H (-1.025, -3.682, -0.263)  0.242



No. 5
The following is a quantum chemistry calculation of a molecular structure, C9H23BrFNO2Si2 in a non-equilibrium geometry, from OMol25.

2S+1: 1
HOMO level: -9.7 eV
calculated total energy: -3814.8883 Ha
frontier orbital gap: 9.85 eV

Each line ends with the natural charge from an NBO analysis.
Element x y z (Å)
C (-0.479, -2.382, -3.666)  -0.641
C (-0.341, -1.264, -2.474)  -0.231
C (-0.069, 0.195, -3.246)  -0.632
C (0.932, -1.476, -1.464)  -0.431
C (0.648, -2.455, -0.180)  -0.229
C (-0.009, -3.933, -0.607)  -0.649
C (-0.198, -1.771, 1.045)  -0.091
O (-1.472, -1.147, 0.656)  -0.885
Si (-1.374, 0.567, 1.136)  2.140
F (-0.208, 1.398, 0.042)  -0.656
Br (-3.465, 1.446, 0.594)  -0.314
O (-1.016, 0.810, 2.838)  -1.219
Si (-0.418, 2.427, 3.176)  1.606
C (-1.162, 3.822, 2.074)  -1.179
C (1.510, 2.594, 3.171)  -0.691
N (2.116, 2.806, 1.797)  -0.832
H (-1.350, -1.997, -4.385)  0.210
H (0.478, -2.466, -4.365)  0.211
H (-0.832, -3.446, -3.297)  0.217
H (-1.384, -1.174, -1.953)  0.226
H (-0.493, 1.108, -2.639)  0.228
H (1.083, 0.322, -3.487)  0.208
H (-0.654, 0.094, -4.278)  0.205
H (1.874, -1.837, -2.102)  0.219
H (1.251, -0.407, -1.042)  0.230
H (1.719, -2.730, 0.270)  0.214
H (0.466, -4.700, 0.173)  0.210
H (0.346, -4.297, -1.667)  0.226
H (-1.169, -3.961, -0.445)  0.224
H (0.494, -0.963, 1.537)  0.178
H (-0.464, -2.590, 1.872)  0.201
H (-0.840, 2.736, 4.567)  -0.199
H (-2.317, 3.972, 2.257)  0.269
H (-0.950, 3.721, 0.927)  0.264
H (-0.627, 4.834, 2.413)  0.256
H (2.078, 1.717, 3.705)  0.230
H (1.775, 3.575, 3.797)  0.203
H (3.003, 3.363, 1.990)  0.351
H (1.516, 3.491, 1.260)  0.352



No. 6
The following is a quantum chemistry calculation of C9H23F2NO7P2S in the gas phase in a non-equilibrium geometry, from OMol25.

2S+1: 1
HOMO level: -8.7 eV
calculated total energy: -2218.4830 Ha
frontier orbital gap: 7.64 eV

Each line ends with the natural charge from an NBO analysis.
Element x y z (Å)
C (-4.914, 2.254, 2.695)  -0.288
O (-5.413, 2.184, 1.313)  -0.550
C (-4.471, 2.767, 0.345)  -0.068
C (-2.868, 2.527, 0.758)  -0.479
C (-2.030, 2.747, -0.663)  -0.784
P (-0.284, 1.976, -0.664)  1.458
F (1.075, 3.078, -1.025)  -0.555
O (-0.016, 0.281, -0.341)  -0.780
C (1.419, -0.031, -0.185)  -0.138
C (1.755, -1.504, -0.855)  -0.251
N (1.545, -2.675, 0.081)  -0.622
C (2.846, -3.412, 0.362)  -0.252
C (3.457, -4.209, -0.939)  0.084
C (3.904, -5.746, -0.460)  -0.650
O (2.483, -4.411, -2.040)  -0.726
P (0.076, 2.405, 1.450)  0.935
O (1.719, 2.994, 1.711)  -0.970
O (-0.284, 1.032, 2.468)  -0.960
S (-0.342, 1.593, -2.816)  1.816
O (1.080, 1.832, -3.458)  -0.833
O (-0.676, 0.090, -2.976)  -0.822
F (-1.408, 2.659, -3.653)  -0.492
H (-5.873, 2.142, 3.397)  0.212
H (-4.391, 3.260, 2.985)  0.186
H (-4.268, 1.291, 2.887)  0.181
H (-4.604, 3.915, 0.151)  0.178
H (-4.700, 2.235, -0.699)  0.194
H (-2.637, 3.394, 1.544)  0.246
H (-2.679, 1.459, 1.214)  0.239
H (-2.664, 2.152, -1.481)  0.272
H (-2.005, 3.879, -0.963)  0.299
H (1.666, -0.098, 0.967)  0.201
H (2.132, 0.743, -0.723)  0.232
H (1.029, -1.618, -1.794)  0.241
H (2.852, -1.486, -1.320)  0.194
H (1.284, -2.256, 1.023)  0.355
H (2.667, -4.224, 1.206)  0.206
H (3.702, -2.706, 0.758)  0.172
H (4.456, -3.693, -1.322)  0.170
H (4.826, -6.112, -1.081)  0.217
H (4.140, -5.799, 0.687)  0.207
H (2.943, -6.421, -0.642)  0.233
H (2.810, -3.808, -2.794)  0.475
H (1.715, 4.000, 1.849)  0.512
H (-1.054, 1.322, 3.042)  0.505



No. 7
The following is a quantum chemistry calculation of 4 unconnected molecules or ions with the total composition C9H24BrN3O3 in a non-equilibrium geometry, from OMol25.

2S+1: 2
<S²>: 0.754
HOMO level (alpha / beta): -5.5 / -9.8 eV
total charge: +1
calculated total energy: -3320.9183 Ha
frontier orbital gap (alpha / beta): 2.07 / 6.38 eV

Each line ends with the natural charge from an NBO analysis.
Element x y z (Å)
Br (9.902, -23.789, 8.054)  -0.944
C (8.544, -18.969, 8.249)  -0.702
C (8.562, -19.465, 6.828)  0.315
O (8.319, -18.766, 5.827)  -0.704
N (8.607, -20.904, 6.628)  -0.574
H (9.012, -21.009, 5.709)  0.435
H (9.160, -21.351, 7.345)  0.433
C (7.190, -21.547, 6.830)  -0.473
H (7.930, -19.623, 8.869)  0.183
H (8.159, -17.955, 8.364)  0.241
H (9.597, -18.993, 8.530)  0.213
H (6.881, -21.390, 7.864)  0.216
H (7.235, -22.627, 6.692)  0.198
H (6.435, -21.348, 6.069)  0.233
C (14.934, -24.581, 4.614)  -0.762
C (13.763, -24.995, 5.455)  0.707
O (13.286, -26.087, 5.283)  -0.437
N (13.222, -24.012, 6.514)  -0.583
H (13.629, -23.104, 6.344)  0.434
H (12.218, -23.934, 6.440)  0.484
C (13.599, -24.508, 7.877)  -0.430
H (14.890, -24.511, 3.527)  0.296
H (15.697, -25.327, 4.837)  0.278
H (15.476, -23.716, 4.996)  0.230
H (13.316, -23.659, 8.499)  0.253
H (14.673, -24.640, 8.010)  0.234
H (12.994, -25.351, 8.211)  0.257
C (8.991, -28.357, 11.326)  -0.767
C (8.740, -26.935, 10.838)  0.706
O (8.513, -25.929, 11.499)  -0.424
N (8.631, -26.906, 9.320)  -0.600
H (9.334, -26.248, 9.018)  0.479
H (8.910, -27.806, 8.955)  0.424
C (7.201, -26.471, 8.877)  -0.397
H (8.948, -28.464, 12.410)  0.283
H (10.064, -28.532, 11.242)  0.266
H (8.394, -29.149, 10.875)  0.256
H (7.378, -26.331, 7.811)  0.246
H (7.195, -25.519, 9.409)  0.259
H (6.409, -27.167, 9.155)  0.240



No. 8
The following is a quantum chemistry calculation of a molecular structure, C9H24ClGdI2N2P2S in a non-equilibrium geometry, from OMol25.

2S+1: 8
<S²>: 16.042
HOMO level (alpha / beta): -14.5 / -14.3 eV
total charge: +2
calculated total energy: -3368.4932 Ha
frontier orbital gap (alpha / beta): 7.67 / 5.57 eV

Each line ends with the Mulliken spin population.
Element x y z (Å)
I (0.249, 1.971, -5.534)  0.000
I (-0.339, 3.783, -3.620)  -0.001
Gd (-0.023, 0.102, -0.976)  6.663
P (-2.618, -0.039, -0.994)  0.134
C (-3.460, 1.101, 0.156)  -0.004
C (-3.138, 0.343, -2.722)  0.000
H (-4.238, 0.192, -2.786)  0.000
H (-4.273, -1.833, -0.749)  0.001
H (-2.580, -0.331, -3.410)  0.001
H (-2.616, -2.462, -1.258)  0.001
H (-3.125, 2.133, -0.090)  0.000
H (-2.804, 1.376, -2.980)  0.001
C (-3.174, -1.760, -0.602)  -0.002
H (-4.557, 0.984, 0.038)  0.002
H (-2.853, -2.031, 0.430)  0.000
H (-3.127, 0.899, 1.201)  0.000
P (2.575, -0.014, -0.987)  0.119
C (3.405, 1.133, 0.167)  -0.003
C (3.149, -1.730, -0.598)  -0.003
H (2.547, -0.298, -3.408)  0.000
H (4.202, 0.239, -2.778)  -0.001
H (2.754, 1.399, -2.978)  0.001
C (3.100, 0.373, -2.712)  0.001
H (2.598, -2.434, -1.256)  0.001
H (4.249, -1.789, -0.747)  0.001
H (4.503, 1.026, 0.052)  0.001
H (3.069, 0.929, 1.211)  0.000
H (2.833, -2.010, 0.433)  0.000
H (3.062, 2.163, -0.080)  0.000
Cl (-0.012, -1.559, -2.690)  0.049
S (-0.014, -1.910, 0.859)  0.029
C (0.024, -0.912, 2.262)  0.008
N (1.134, -0.470, 2.892)  0.002
C (0.837, 0.338, 4.069)  0.000
C (-0.692, 0.381, 4.079)  0.000
N (-1.045, -0.413, 2.910)  0.002
H (2.088, -0.794, 2.599)  0.001
H (1.271, 1.343, 3.983)  0.000
H (1.244, -0.107, 4.987)  0.000
H (-1.068, 1.409, 3.995)  0.000
H (-1.112, -0.037, 5.003)  0.000
H (-2.025, -0.683, 2.630)  0.001



What did the fifth record say?
The following is a quantum chemistry calculation of a molecular structure, C9H23BrFNO2Si2 in a non-equilibrium geometry, from OMol25.

2S+1: 1
HOMO level: -9.7 eV
calculated total energy: -3814.8883 Ha
frontier orbital gap: 9.85 eV

Each line ends with the natural charge from an NBO analysis.
Element x y z (Å)
C (-0.479, -2.382, -3.666)  -0.641
C (-0.341, -1.264, -2.474)  -0.231
C (-0.069, 0.195, -3.246)  -0.632
C (0.932, -1.476, -1.464)  -0.431
C (0.648, -2.455, -0.180)  -0.229
C (-0.009, -3.933, -0.607)  -0.649
C (-0.198, -1.771, 1.045)  -0.091
O (-1.472, -1.147, 0.656)  -0.885
Si (-1.374, 0.567, 1.136)  2.140
F (-0.208, 1.398, 0.042)  -0.656
Br (-3.465, 1.446, 0.594)  -0.314
O (-1.016, 0.810, 2.838)  -1.219
Si (-0.418, 2.427, 3.176)  1.606
C (-1.162, 3.822, 2.074)  -1.179
C (1.510, 2.594, 3.171)  -0.691
N (2.116, 2.806, 1.797)  -0.832
H (-1.350, -1.997, -4.385)  0.210
H (0.478, -2.466, -4.365)  0.211
H (-0.832, -3.446, -3.297)  0.217
H (-1.384, -1.174, -1.953)  0.226
H (-0.493, 1.108, -2.639)  0.228
H (1.083, 0.322, -3.487)  0.208
H (-0.654, 0.094, -4.278)  0.205
H (1.874, -1.837, -2.102)  0.219
H (1.251, -0.407, -1.042)  0.230
H (1.719, -2.730, 0.270)  0.214
H (0.466, -4.700, 0.173)  0.210
H (0.346, -4.297, -1.667)  0.226
H (-1.169, -3.961, -0.445)  0.224
H (0.494, -0.963, 1.537)  0.178
H (-0.464, -2.590, 1.872)  0.201
H (-0.840, 2.736, 4.567)  -0.199
H (-2.317, 3.972, 2.257)  0.269
H (-0.950, 3.721, 0.927)  0.264
H (-0.627, 4.834, 2.413)  0.256
H (2.078, 1.717, 3.705)  0.230
H (1.775, 3.575, 3.797)  0.203
H (3.003, 3.363, 1.990)  0.351
H (1.516, 3.491, 1.260)  0.352